Record 1
Computed, not measured: an isolated molecule of C25H45BBrN3O10P2S3 at a distorted geometry, with ωB97M-V/def2-TZVPD.

```
! RIJCOSX wB97M-V def2-TZVPD def2/J DEFGRID3
* xyz 0 1
C 1.6354 -2.5972 4.7348
C 1.7267 -1.0837 4.6611
O 0.6026 -0.5860 3.9108
B 0.7325 0.3810 2.9772
O 1.5342 1.4864 3.1524
C -0.1847 0.1651 1.6342
C -1.6355 0.6074 1.9640
C -2.2063 0.0804 3.2644
O -2.3725 0.7679 4.1874
Br -2.7901 -1.7493 3.3639
O -0.1887 -1.2724 1.5328
S -0.6635 -2.2940 0.3832
O -2.0567 -2.0048 0.0450
O 0.2068 -1.8539 -0.8876
C -0.1263 -0.7300 -1.7472
C 1.0877 -0.4669 -2.6836
C 2.1614 -1.5524 -2.7414
C 3.3795 -1.1045 -3.5835
C 4.7051 -1.3417 -2.8637
N 4.9107 -2.7659 -2.5861
C 5.5053 -3.1281 -1.3955
C 5.1026 -4.4857 -0.8688
O 6.2904 -2.4061 -0.8372
P -1.4532 -1.4198 -2.9133
S -1.7427 -0.6164 -4.6602
C -0.5425 0.5076 -0.9325
C -0.9107 1.6561 -1.9058
C -2.4283 1.8356 -2.0379
C -3.1447 2.3653 -0.7881
C -4.5638 1.8196 -0.6530
N -4.5381 0.3928 -0.2811
C -5.0336 0.1048 1.0739
C -5.0083 -0.4844 -1.2681
C -5.0131 -1.9496 -0.8973
O -5.3486 -0.1009 -2.3667
C 0.3779 0.8607 0.3355
P 2.2405 0.2887 0.3544
S 2.8619 -1.4154 1.0684
N 0.5062 2.3443 0.4862
C -0.4146 3.3538 0.9892
C -0.5526 3.6333 2.4634
O -0.8730 4.1085 0.1898
C 1.5834 3.0046 -0.1922
C 2.2854 4.0939 0.5753
O 1.9050 2.6761 -1.3032
H 2.3289 -2.9721 5.4969
H 0.6201 -2.9046 5.0062
H 1.9057 -3.0488 3.7732
H 2.6576 -0.7796 4.1678
H 1.7044 -0.6421 5.6659
H 1.6392 1.7152 4.0876
H -1.7029 1.6807 2.1217
H -2.3241 0.3429 1.1514
H 0.6986 -0.3286 -3.7035
H 1.5269 0.5075 -2.4460
H 1.7265 -2.4579 -3.1896
H 2.5002 -1.8129 -1.7337
H 3.3169 -0.0236 -3.7749
H 3.3826 -1.6198 -4.5512
H 4.7355 -0.7931 -1.9106
H 5.5345 -0.9597 -3.4712
H 4.1032 -3.3391 -2.7937
H 5.1429 -5.2523 -1.6514
H 4.0787 -4.4369 -0.4779
H 5.7808 -4.7590 -0.0572
H -0.9300 -2.7184 -2.9861
H -2.6040 -1.5707 -2.1414
H -1.5142 0.2521 -0.4887
H -0.5306 1.4381 -2.9096
H -0.4689 2.6075 -1.6248
H -2.8892 0.8848 -2.3329
H -2.6068 2.5326 -2.8657
H -3.1823 3.4629 -0.8056
H -2.5899 2.1112 0.1295
H -5.0939 2.3856 0.1248
H -5.1225 1.9585 -1.5806
H -4.8623 0.9828 1.6996
H -4.4898 -0.7371 1.5198
H -6.1032 -0.1450 1.0850
H -4.2047 -2.2006 -0.2031
H -4.9252 -2.5270 -1.8203
H -5.9669 -2.2065 -0.4164
H 2.7318 1.3298 1.1409
H 2.7543 0.5958 -0.8962
H -0.7701 2.7784 3.0981
H -1.3204 4.4013 2.5766
H 0.4104 4.0307 2.8015
H 2.3188 3.8698 1.6437
H 3.2948 4.1972 0.1658
H 1.7592 5.0451 0.4230
*
```

Values from the calculation:
LUMO level   -0.1 eV
E_tot   -173404.344 eV
HOMO energy   -8.7 eV
Gap between HOMO and LUMO   8.56 eV

=====

Record 2
Computed, not measured: a structure of composition C25H45Br3FN5O4Pb at a distorted geometry, with ωB97M-V/def2-TZVPD.

```
! RIJCOSX wB97M-V def2-TZVPD def2/J DEFGRID3
* xyz 2 1
C -1.2270 -4.4952 -3.3235
C -1.4636 -3.3157 -2.3737
C -0.3504 -2.2689 -2.4590
Br -0.8424 -1.1947 -4.0600
C -0.2336 -1.4731 -1.1532
C 0.1604 -2.4737 -0.0195
C 0.9257 -3.6862 -0.5914
O 2.1078 -3.4510 -0.8854
O 0.2811 -4.7360 -0.6966
O 0.9421 -2.0286 1.0797
C 1.5593 -0.7871 1.0722
C 1.7862 -0.3913 2.5383
Br 2.6321 1.3487 2.5197
C 2.6689 -1.4630 3.2323
C 3.6300 -0.9806 4.2974
Br 1.4481 -2.7348 4.0754
C 0.7360 0.2272 0.2931
C -0.5540 0.4440 1.1114
C -1.9351 0.7990 0.5633
N -2.8259 -0.4202 0.6392
C -3.4858 -0.4852 1.9551
C -4.1931 -1.7720 2.3055
C -3.8603 -0.3828 -0.3444
C -4.1315 -1.5614 -1.1463
O -4.5564 0.6543 -0.4530
N 0.6131 -0.1967 -1.1354
C 1.9551 -0.6159 -1.7159
C 3.1545 0.3105 -1.5520
C 4.4048 -0.4824 -1.9136
F 4.5244 -0.5326 -3.2861
C 0.0713 0.9428 -1.9846
C 0.5184 2.3627 -1.6681
C -0.1361 3.1868 -0.5600
C 0.3659 4.6258 -0.6418
N -0.1115 5.4378 0.4951
C 0.8866 5.7061 1.4663
N 1.4883 6.7922 1.6692
N 1.1927 4.5741 2.2182
H -0.3074 -4.3815 -3.8841
H -2.0205 -4.5345 -4.0648
H -1.2366 -5.4353 -2.7908
H -1.5895 -3.6717 -1.3575
H -2.3944 -2.8399 -2.6698
H 0.5761 -2.7264 -2.7752
H -1.2508 -1.1383 -0.9594
H -0.7634 -2.8584 0.4020
H 2.5659 -0.8637 0.6604
H 0.8675 -0.3888 3.1082
H 3.2109 -2.0142 2.4724
H 3.9207 -1.8365 4.8963
H 4.5456 -0.5979 3.8608
H 3.1776 -0.2679 4.9767
H 1.3533 1.1130 0.3472
H -0.7225 -0.4453 1.7173
H -0.2966 1.2013 1.8454
H -1.9993 1.2055 -0.4339
H -2.3745 1.5595 1.2197
H -4.2427 0.3738 1.8013
H -2.7687 -0.2226 2.7234
H -3.4841 -2.5882 2.2125
H -4.5000 -1.7331 3.3449
H -5.0715 -1.9575 1.6961
H -4.1320 -1.3024 -2.2046
H -5.1368 -1.9054 -0.8907
H -3.4338 -2.3551 -0.9255
H 2.2149 -1.5839 -1.2782
H 1.8161 -0.8139 -2.7724
H 3.3005 0.6815 -0.5430
H 3.1276 1.1209 -2.2739
H 4.3820 -1.4914 -1.5053
H 5.2787 0.0181 -1.5047
H 0.4418 0.7530 -2.9800
H -0.9985 0.8426 -2.1163
H 0.3303 2.9137 -2.5890
H 1.5934 2.4350 -1.5380
H -1.2149 3.2463 -0.7060
H 0.1095 2.8484 0.4402
H 1.4539 4.6269 -0.6717
H 0.0005 5.0888 -1.5534
H -0.5081 6.3051 0.1693
H 1.2052 7.5116 1.0122
H 0.3471 4.0901 2.4836
H 1.6849 4.8515 3.0584
Pb -5.5213 1.8354 1.2472
*
```

Values from the calculation:
LUMO level   -10.6 eV
E_tot   -260367.091 eV
HOMO energy   -12.3 eV
Gap between HOMO and LUMO   1.69 eV

=====

Record 3
Computed, not measured: a cluster of 3 separate species, C25H45Cl2NO7P2S2 in total at a distorted geometry, with ωB97M-V/def2-TZVPD.

```
! RIJCOSX wB97M-V def2-TZVPD def2/J DEFGRID3
* xyz 0 1
C -4.1268 4.0703 3.3360
C -3.5312 2.6622 3.2572
C -3.3337 2.1906 1.8170
C -2.0369 2.7460 1.1958
O -1.1134 1.7975 0.7001
C -1.5569 0.9974 -0.3551
C -2.2216 1.7636 -1.5144
C -1.5763 3.0624 -1.9904
O -2.6588 0.9352 -2.6194
S -1.7064 -0.1824 -3.1721
O -0.7042 0.3844 -4.0106
O -2.4953 -1.1865 -3.8035
C -0.9651 -1.0362 -1.7123
O 0.0697 -1.8478 -2.2998
C 0.2914 -2.9872 -1.7319
N 0.4764 -4.0212 -1.1955
P -2.3227 -2.1735 -1.0105
S -4.1284 -1.4394 -0.8969
C -0.4371 0.0006 -0.7019
C 0.2295 -0.7300 0.4822
Cl 1.8899 -1.2343 0.1971
C -0.2759 -1.0978 1.6631
C -1.6642 -0.8072 2.1434
Cl 0.6610 -1.9771 2.8201
P 0.9242 1.1279 -1.4973
C 1.7938 2.0785 -0.1911
C 3.1563 2.6290 -0.5940
C 2.0394 0.3283 -2.7028
C 2.6788 1.4221 -3.6027
H -3.3660 4.8420 3.4084
H -4.7244 4.2888 2.4571
H -4.7803 4.1753 4.1941
H -4.2406 1.9940 3.7311
H -2.5954 2.6437 3.8091
H -3.4353 1.1152 1.7469
H -4.1706 2.6016 1.2593
H -2.3111 3.5056 0.4679
H -1.5029 3.2858 1.9702
H -2.3836 0.3949 0.0259
H -3.1599 2.0920 -1.0819
H -2.3282 3.8180 -2.1826
H -0.8850 3.4073 -1.2346
H -0.9854 2.8714 -2.8741
H -2.3811 -3.3018 -1.8375
H -1.8428 -2.6422 0.2172
H -2.4599 -0.9763 1.4330
H -1.6819 0.1981 2.5426
H -1.8713 -1.4489 2.9917
H 1.9217 1.5165 0.7293
H 1.1602 2.9106 0.0791
H 3.5290 3.2542 0.2064
H 3.0300 3.2948 -1.4426
H 3.8785 1.8715 -0.8711
H 2.8640 -0.1877 -2.2149
H 1.5912 -0.3901 -3.3679
H 2.2241 2.3765 -3.3501
H 2.4441 1.2566 -4.6442
H 3.7369 1.5367 -3.4139
C 1.2322 3.4928 5.0981
C 1.3158 1.9691 5.0584
C 1.1417 1.6916 3.5721
O 1.6917 2.8111 2.8813
C 1.9384 3.8763 3.8041
H 1.6924 3.9371 5.9790
H 0.1865 3.8092 5.0636
H 2.3031 1.6399 5.3893
H 0.5683 1.4705 5.6732
H 0.0799 1.6110 3.3020
H 1.6491 0.7819 3.2481
H 3.0203 3.9616 3.9507
H 1.5720 4.8132 3.3824
C 1.7876 -7.6216 -4.0486
C 1.4511 -6.4688 -3.1069
C 2.2761 -6.8225 -1.8782
O 3.4336 -7.5189 -2.3548
C 3.2564 -7.8633 -3.7296
H 1.6149 -7.3963 -5.1001
H 1.1958 -8.5019 -3.7868
H 1.7983 -5.5246 -3.5335
H 0.3899 -6.3724 -2.8891
H 1.7233 -7.4903 -1.2086
H 2.5877 -5.9467 -1.3115
H 3.9041 -7.2177 -4.3335
H 3.5603 -8.8993 -3.8846
*
```

Values from the calculation:
LUMO level   0.4 eV
Structure (SMILES)   CCCCO[C@H]1[C@@H](C)OS(=O)(=O)[C@](OC#N)([PH2]=S)[C@@]1(/C(Cl)=C(\C)Cl)P(CC)CC.C1CCOC1.C1CCOC1
E_tot   -107764.898 eV
HOMO energy   -7.6 eV
Gap between HOMO and LUMO   7.93 eV

=====

Record 4
Computed, not measured: a structure of composition C25H45ClGaNO3P at a distorted geometry, with ωB97M-V/def2-TZVPD.

```
! RIJCOSX wB97M-V def2-TZVPD def2/J DEFGRID3
* xyz -1 1
Ga -1.2926 -0.7892 1.2053
P 0.6895 -1.7022 -1.5189
Cl -2.8625 -2.3225 0.7416
C 1.3050 -0.1797 -0.6849
H 0.5732 0.7860 -0.8085
H 1.7517 -0.4245 0.4194
C -0.9326 -1.6173 -2.4211
C 0.5719 -3.2407 -0.4810
C -0.9850 -2.4536 -3.7172
H -1.6823 -2.0459 -1.7124
C -2.4222 -2.5068 -4.2435
H -0.3268 -1.9992 -4.4619
H -0.6110 -3.4743 -3.5427
C -3.0269 -1.1155 -4.4487
H -2.4510 -3.0773 -5.1788
H -3.0414 -3.0477 -3.5162
C -2.8252 -0.1845 -3.2455
H -2.5627 -0.6531 -5.3269
H -4.0951 -1.2076 -4.6639
C -1.3735 -0.1759 -2.7276
H -3.1171 0.8443 -3.5011
H -3.4752 -0.5209 -2.4290
H -0.7074 0.2558 -3.4838
H -1.2913 0.4469 -1.8273
C 2.1324 -1.7293 -2.6264
C 1.8917 -3.5510 0.2359
H -0.1833 -2.9927 0.3097
C 1.7243 -4.7102 1.2339
H 2.6518 -3.8162 -0.5119
H 2.2570 -2.6702 0.7722
C 1.0985 -5.9654 0.6205
H 2.7037 -4.9637 1.6541
H 1.1036 -4.3677 2.0726
C -0.1611 -5.6619 -0.1875
H 1.8346 -6.4261 -0.0452
H 0.8663 -6.7000 1.4034
C 0.0130 -4.5087 -1.1895
H -0.4922 -6.5710 -0.7091
H -0.9593 -5.3810 0.5095
H 0.7017 -4.8191 -1.9855
H -0.9659 -4.3051 -1.6482
C 1.9981 -0.5886 -3.6333
H 2.9823 -1.5036 -1.9576
C 3.3017 -0.4447 -4.4210
H 1.1679 -0.7835 -4.3330
H 1.7752 0.3541 -3.1258
C 3.7470 -1.7653 -5.0685
H 3.1753 0.3318 -5.1795
H 4.0875 -0.1170 -3.7296
C 3.6939 -2.9664 -4.1147
H 3.0788 -1.9603 -5.9146
H 4.7697 -1.6587 -5.4591
C 2.3912 -3.0588 -3.3188
H 3.8524 -3.8966 -4.6722
H 4.5213 -2.8716 -3.3969
H 1.5583 -3.2785 -3.9982
H 2.4518 -3.8730 -2.5926
C 1.8954 2.3884 -1.6537
C 2.6628 1.3815 -0.9571
H 1.7868 2.3098 -2.7236
C 3.1320 1.7008 0.4196
H 3.2826 0.7016 -1.5284
C 2.0146 2.4517 1.1896
H 3.4346 0.7889 0.9592
H 4.0445 2.3233 0.4069
C 1.5244 3.7026 0.4440
H 1.1945 1.7626 1.3399
H 2.3715 2.7701 2.1707
C 1.0363 3.3799 -0.9747
H 0.7279 4.2148 1.0225
H 2.3683 4.3778 0.3663
H 0.0034 2.9924 -0.8860
H 0.9103 4.3266 -1.5356
O -2.1593 2.2660 2.8537
N -1.8000 1.2852 2.2680
O -1.2786 0.2341 2.8884
O -1.9602 1.1425 0.9599
*
```

Values from the calculation:
LUMO level   2.6 eV
E_tot   -108471.167 eV
HOMO energy   -1.8 eV
Gap between HOMO and LUMO   4.41 eV